Entry 1:
This record from the OMol25 dataset describes C8H13ClHgO4 as an isolated structure in a non-equilibrium geometry. The level of theory is ωB97M-V/def2-TZVPD.

Last column: Löwdin charge in e.
Element x y z (Å)
C  1.809  -1.161  0.717  -0.145
C  0.138  0.606  -1.649  -0.408
C  0.504  -1.209  -0.060  -0.207
H  1.619  -0.980  1.797  0.111
C  -1.131  -0.111  -1.630  -0.366
H  0.050  1.318  -2.486  0.087
H  0.755  -1.657  -1.053  0.129
H  -1.754  0.170  -2.481  0.089
C  -0.818  -1.698  0.341  -0.203
H  -1.192  -1.324  1.314  0.110
H  -0.828  -2.802  0.348  0.122
C  2.304  0.180  0.005  -0.178
H  3.402  0.166  -0.073  0.104
H  2.026  1.023  0.655  0.094
C  1.661  0.405  -1.412  -0.239
H  2.024  -0.392  -2.073  0.110
H  2.122  1.313  -1.825  0.105
C  -1.744  -1.270  -0.850  -0.235
H  -1.984  -2.130  -1.494  0.109
H  -2.724  -0.980  -0.430  0.101
Hg  -1.066  1.402  -0.251  1.398
H  2.517  -1.966  0.665  0.095
O  -1.906  3.171  3.448  -0.272
Cl  -1.533  2.197  2.470  0.724
O  -2.432  1.052  2.413  -0.350
O  -1.670  2.896  1.035  -0.538
O  -0.151  1.782  2.562  -0.347

* frontier orbital gap (alpha / beta): 7.861 / 6.288 eV
* E: -1226.6639 hartree
* total charge: 0
* lowest unoccupied orbital energy (alpha / beta): -0.10 / -0.03 eV
* ΔE to the lowest compared entry with this formula, charge and spin: 0.00 kJ/mol

***

Entry 2:
This record from the OMol25 dataset describes a 12-piece molecular cluster, C55H72BrF11N3O35S overall in a non-equilibrium geometry. The level of theory is ωB97M-V/def2-TZVPD.

Last column: Löwdin charge in e.
Element x y z (Å)
C  -0.323  0.238  0.711  -0.098
C  -1.671  -0.594  1.054  -0.237
C  -2.625  -0.487  -0.230  -0.204
C  -2.000  -1.240  -1.537  -0.188
N  -2.764  -2.531  -1.673  -0.021
C  -2.976  -2.721  -3.111  -0.158
C  -1.997  -3.589  -3.991  0.005
C  -0.706  -4.260  -3.364  -0.087
C  0.551  -3.290  -3.658  -0.158
O  0.407  -2.430  -4.562  -0.004
C  -2.457  -3.680  -5.459  -0.028
C  -1.561  -4.583  -6.439  -0.597
Br  -0.557  -3.489  -7.792  0.724
C  -2.424  -5.779  -7.136  -0.242
C  -2.012  -7.171  -6.388  -0.105
C  -3.722  -2.937  -5.965  -0.092
C  -4.241  -2.942  -7.494  -0.113
C  -3.457  -1.799  -8.310  -0.246
C  -4.286  -0.453  -8.545  -0.199
C  -3.408  0.443  -9.580  -0.200
C  -1.929  0.753  -9.048  -0.224
C  -1.863  1.804  -7.835  -0.197
C  -0.689  2.894  -8.100  -0.174
C  0.778  2.249  -8.075  -0.230
O  1.652  3.076  -8.901  -0.233
C  3.022  2.651  -8.788  -0.142
N  -4.492  -2.198  -5.053  0.087
N  -4.091  -2.171  -3.794  -0.406
S  -5.171  -1.248  -2.728  0.884
H  0.049  0.826  1.609  0.061
H  0.443  -0.534  0.326  0.080
H  -0.578  0.946  -0.148  0.078
H  -2.215  -0.086  1.924  0.089
H  -1.470  -1.685  1.333  0.115
H  -2.827  0.596  -0.513  0.112
H  -3.619  -1.003  0.040  0.099
H  -0.872  -1.407  -1.441  0.121
H  -2.222  -0.542  -2.418  0.125
H  -2.237  -3.324  -1.271  0.119
H  -0.454  -5.265  -3.835  0.114
H  -0.780  -4.426  -2.227  0.123
H  1.514  -3.406  -3.049  0.145
H  -0.738  -5.135  -5.854  0.072
H  -2.128  -5.925  -8.235  0.111
H  -3.541  -5.667  -6.972  0.095
H  -2.989  -7.779  -6.311  0.085
H  -1.682  -6.982  -5.301  0.070
H  -1.273  -7.792  -6.986  0.085
H  -5.351  -2.626  -7.465  0.127
H  -4.219  -3.975  -7.964  0.102
H  -3.151  -2.252  -9.314  0.119
H  -2.549  -1.509  -7.662  0.062
H  -4.540  0.118  -7.584  0.114
H  -5.306  -0.686  -9.035  0.117
H  -3.909  1.435  -9.836  0.116
H  -3.290  -0.196  -10.534  0.116
H  -1.315  -0.171  -8.782  0.089
H  -1.369  1.251  -9.929  0.122
H  -2.841  2.412  -7.779  0.114
H  -1.619  1.341  -6.820  0.107
H  -0.691  3.711  -7.287  0.117
H  -0.800  3.421  -9.111  0.121
H  1.245  2.271  -7.017  0.132
H  0.824  1.185  -8.483  0.118
H  3.140  1.510  -8.712  0.093
H  3.562  3.080  -7.860  0.102
H  3.648  2.986  -9.685  0.087
H  -5.727  -2.281  -1.949  -0.085
C  -5.003  -1.440  3.970  -0.059
C  -4.764  -1.949  5.355  -0.301
O  -3.354  -2.068  5.414  0.135
C  -2.873  -1.121  4.561  -0.531
O  -1.735  -0.744  4.548  0.140
O  -3.842  -0.651  3.731  0.055
F  -5.309  -3.177  5.524  0.081
H  -5.055  -2.243  3.228  0.151
H  -5.907  -0.840  3.898  0.112
H  -5.110  -1.278  6.146  0.186
C  -9.694  -0.593  1.030  -0.050
C  -8.269  -0.518  0.582  -0.318
O  -7.555  -0.416  1.799  0.142
C  -8.316  -1.064  2.722  -0.533
O  -7.915  -1.417  3.793  0.154
O  -9.585  -1.271  2.275  0.080
F  -8.044  0.603  -0.145  0.083
H  -10.139  0.393  1.190  0.154
H  -10.321  -1.151  0.332  0.148
H  -7.924  -1.395  0.027  0.152
C  -8.375  -4.724  2.465  -0.047
C  -8.182  -5.984  1.682  -0.312
O  -8.020  -5.516  0.355  0.156
C  -7.472  -4.279  0.472  -0.523
O  -6.946  -3.684  -0.426  0.126
O  -7.581  -3.793  1.737  0.061
F  -9.286  -6.762  1.734  0.093
H  -9.415  -4.386  2.473  0.154
H  -8.029  -4.816  3.495  0.153
H  -7.305  -6.567  1.976  0.180
C  -0.590  -1.087  7.493  -0.066
C  -1.040  -0.037  8.458  -0.309
O  -1.152  -0.746  9.676  0.141
C  -0.238  -1.754  9.596  -0.537
O  0.143  -2.391  10.533  0.165
O  0.194  -1.941  8.317  0.081
F  -2.266  0.440  8.122  0.073
H  -1.422  -1.655  7.069  0.129
H  0.005  -0.675  6.677  0.144
H  -0.340  0.794  8.579  0.171
C  7.771  1.219  -9.627  -0.070
C  6.804  1.996  -10.463  -0.322
O  6.525  3.129  -9.665  0.128
C  7.649  3.333  -8.920  -0.532
O  7.889  4.344  -8.331  0.176
O  8.469  2.245  -8.936  0.077
F  5.654  1.304  -10.647  0.070
H  7.274  0.567  -8.904  0.147
H  8.453  0.618  -10.230  0.144
H  7.202  2.318  -11.430  0.178
C  3.537  2.715  1.009  -0.060
C  3.579  3.937  1.869  -0.323
O  2.375  3.852  2.607  0.150
C  2.107  2.522  2.713  -0.536
O  1.324  2.053  3.489  0.153
O  2.842  1.787  1.832  0.072
F  3.545  5.063  1.118  0.086
H  2.975  2.870  0.083  0.149
H  4.531  2.349  0.757  0.123
H  4.428  3.975  2.555  0.157
C  8.538  4.163  1.517  -0.076
C  7.291  3.856  2.283  -0.299
O  6.604  2.954  1.434  0.101
C  7.579  2.304  0.734  -0.525
O  7.402  1.291  0.123  0.168
O  8.775  2.944  0.823  0.089
F  6.530  4.967  2.439  0.080
H  8.401  4.969  0.797  0.125
H  9.375  4.414  2.168  0.144
H  7.464  3.386  3.256  0.182
C  9.700  5.162  -2.542  -0.051
C  11.184  4.972  -2.563  -0.317
O  11.611  5.651  -1.398  0.154
C  10.571  5.567  -0.524  -0.515
O  10.661  5.789  0.650  0.163
O  9.418  5.193  -1.149  0.046
F  11.736  5.575  -3.641  0.085
H  9.390  6.106  -2.997  0.152
H  9.169  4.345  -3.032  0.147
H  11.505  3.928  -2.517  0.179
C  2.988  2.151  11.595  -0.058
C  1.860  1.617  10.772  -0.322
O  2.234  1.958  9.452  0.130
C  3.598  1.976  9.453  -0.532
O  4.270  1.960  8.465  0.168
O  4.100  2.005  10.719  0.080
F  0.698  2.248  11.068  0.084
H  2.862  3.208  11.849  0.155
H  3.135  1.586  12.514  0.121
H  1.722  0.533  10.847  0.171
C  4.824  -2.374  13.382  -0.061
C  3.827  -1.604  12.575  -0.325
O  3.619  -0.436  13.345  0.105
C  4.790  -0.232  14.014  -0.530
O  5.086  0.795  14.547  0.180
O  5.583  -1.339  13.992  0.084
F  2.654  -2.270  12.483  0.083
H  4.355  -2.986  14.157  0.150
H  5.456  -3.013  12.764  0.145
H  4.174  -1.328  11.575  0.178
C  -2.099  2.177  5.205  -0.081
C  -3.081  2.967  4.401  -0.315
O  -3.281  4.127  5.182  0.141
C  -2.113  4.312  5.863  -0.528
O  -1.811  5.328  6.412  0.177
O  -1.332  3.196  5.833  0.083
F  -4.265  2.311  4.293  0.068
H  -2.579  1.561  5.971  0.130
H  -1.470  1.539  4.585  0.120
H  -2.724  3.251  3.406  0.177

* frontier orbital gap: 6.826 eV
* E: -9006.9811 hartree
* total charge: +1
* lowest unoccupied orbital energy: -4.31 eV